[1]
{
  "formula": "C31H30Cl10LuN8O7S",
  "method": "ωB97M-V/def2-TZVPD",
  "elements": ["Lu", "N", "C", "C", "O", "O", "H", "H", "H", "H", "Cl", "C", "C", "Cl", "C", "Cl", "C", "O", "C", "Cl", "C", "Cl", "Cl", "C", "C", "C", "Cl", "C", "Cl", "C", "Cl", "C", "Cl", "C", "C", "C", "C", "C", "C", "C", "S", "O", "O", "N", "C", "C", "O", "O", "H", "H", "H", "H", "H", "H", "H", "H", "H", "C", "C", "N", "C", "C", "N", "C", "C", "H", "H", "H", "H", "H", "H", "H", "H", "H", "H", "H", "H", "H", "N", "C", "N", "N", "C", "N", "H", "H", "H", "H"],
  "xyz": [[1.48428, 0.81099, -0.20217], [3.29127, 1.14680, -2.26917], [2.59436, 0.94547, -3.54197], [1.15391, 1.44878, -3.39654], [0.47413, 1.68223, -4.40785], [0.77896, 1.61215, -2.20192], [3.43740, 2.13919, -2.12491], [4.20027, 0.70406, -2.27211], [2.54848, -0.12306, -3.76385], [3.05841, 1.44855, -4.39301], [0.74712, -6.46546, -2.43424], [0.58116, -4.76624, -2.15648], [1.69721, -3.98468, -1.84956], [3.25535, -4.71600, -1.74177], [1.55524, -2.63488, -1.60047], [2.88074, -1.64429, -1.11400], [0.29819, -1.96540, -1.63292], [0.18268, -0.72646, -1.40370], [-0.80882, -2.79924, -1.95033], [-2.36351, -2.04304, -1.93840], [-0.67594, -4.15675, -2.18763], [-2.07488, -5.11627, -2.51511], [2.02458, 4.35738, -2.39803], [1.49694, 4.49580, -0.73579], [1.52955, 3.37951, 0.10601], [1.24206, 3.70239, 1.43504], [1.33311, 2.40383, 2.58934], [0.91850, 4.96835, 1.90899], [0.62536, 5.25396, 3.58941], [0.81024, 6.01533, 1.00316], [0.34382, 7.59335, 1.53248], [1.10535, 5.77599, -0.33489], [0.96102, 7.07368, -1.47736], [2.53299, -7.31537, 3.38962], [2.06788, -5.91923, 3.06144], [2.07120, -4.92540, 4.03763], [1.62104, -3.64511, 3.75254], [1.15896, -3.35146, 2.47763], [1.13427, -4.33340, 1.50050], [1.59210, -5.60977, 1.79011], [0.50426, -1.73158, 2.08173], [-0.42385, -2.01437, 0.98399], [-0.17590, -1.30681, 3.29834], [1.62632, -0.80876, 1.53164], [2.79761, -0.65922, 2.38974], [3.87909, 0.18366, 1.67649], [5.01561, 0.14942, 2.12492], [3.48032, 0.85631, 0.65173], [3.39400, -7.29332, 4.05890], [2.80448, -7.85928, 2.48501], [1.73755, -7.87572, 3.88819], [2.42950, -5.15706, 5.03519], [1.60493, -2.87027, 4.50994], [0.73396, -4.08517, 0.52780], [1.57751, -6.37235, 1.01863], [3.24510, -1.62728, 2.63205], [2.55765, -0.16666, 3.33934], [-3.39241, 1.67323, -2.58462], [-2.10899, 1.52583, -1.73687], [-1.59225, 2.85029, -1.39827], [-1.42394, 3.63826, -2.61011], [-2.81345, 3.96963, -3.21258], [-3.81702, 3.11494, -2.49177], [-3.91692, 3.53739, -1.05317], [-2.47746, 3.52315, -0.46978], [-4.20649, 1.04352, -2.22620], [-3.20404, 1.45229, -3.63508], [-1.33888, 0.99056, -2.28340], [-2.30084, 0.97234, -0.82459], [-0.82335, 3.05738, -3.31056], [-0.88973, 4.56104, -2.38133], [-2.86131, 3.73140, -4.27457], [-3.10283, 5.01101, -3.06661], [-4.72417, 3.22281, -2.93031], [-4.56263, 2.82058, -0.54642], [-4.37878, 4.52350, -1.01692], [-2.46196, 2.99715, 0.48461], [-2.11080, 4.53818, -0.30291], [-4.40842, -0.28510, 3.34132], [-3.37562, -0.45366, 2.45926], [-3.27059, -1.62568, 1.83053], [-2.66336, 0.61526, 2.20908], [-1.56738, 0.69502, 1.50370], [-0.63971, 1.03897, 0.90098], [-4.75720, -1.11036, 3.79709], [-4.32106, 0.52812, 3.92604], [-3.75730, -2.42435, 2.19798], [-2.38420, -1.81051, 1.34215]],
  "forces_ev_per_a": [[0.026, 0.341, -1.081], [-0.189, -0.018, -0.033], [-0.107, 0.105, 0.142], [0.079, 0.049, -0.069], [0.040, -0.096, 0.042], [-0.208, 0.166, 0.063], [0.048, 0.072, 0.100], [0.035, -0.073, 0.148], [0.026, -0.029, 0.009], [0.001, 0.003, -0.055], [0.006, -0.021, -0.021], [-0.056, 0.033, 0.079], [-0.071, 0.011, -0.092], [0.041, -0.012, 0.000], [-0.132, 0.103, 0.137], [0.339, -0.475, -0.343], [0.047, -0.101, -0.101], [0.208, -0.094, 0.213], [0.105, 0.011, 0.053], [-0.111, 0.028, -0.003], [0.163, 0.074, -0.009], [-0.049, -0.021, -0.021], [0.080, -0.052, -0.170], [0.025, -0.222, 0.287], [-0.191, 0.400, 0.164], [0.176, -0.093, -0.384], [0.129, -0.027, 0.398], [-0.127, 0.019, 0.089], [-0.033, 0.021, 0.035], [0.029, 0.012, -0.055], [-0.023, 0.016, 0.015], [-0.016, -0.104, -0.018], [-0.007, 0.064, 0.002], [-0.070, 0.086, -0.001], [-0.005, -0.079, -0.005], [0.012, 0.031, -0.019], [-0.002, 0.056, -0.021], [0.134, 0.181, 0.120], [0.019, 0.034, -0.041], [0.025, 0.041, 0.079], [-0.949, -0.492, -0.456], [-0.340, 0.045, 0.251], [0.382, 0.182, 0.208], [-0.089, -0.154, 0.423], [0.149, 0.121, -0.178], [0.003, -0.270, 0.278], [-0.057, 0.125, -0.057], [0.031, -0.124, 0.068], [0.001, -0.033, -0.021], [0.028, -0.001, 0.020], [0.033, -0.015, 0.004], [0.015, 0.001, -0.022], [0.017, -0.060, 0.001], [0.014, -0.052, -0.002], [-0.003, 0.019, 0.001], [0.098, 0.015, 0.001], [0.053, 0.060, 0.020], [0.251, -0.276, 0.056], [0.076, 0.255, -0.081], [-0.201, 0.064, 0.057], [0.051, -0.058, 0.134], [0.273, 0.136, -0.041], [-0.029, -0.020, -0.029], [0.112, 0.029, 0.298], [0.032, -0.104, -0.148], [-0.087, 0.112, 0.002], [-0.069, 0.106, -0.029], [-0.005, -0.067, -0.032], [-0.076, -0.002, -0.002], [0.028, -0.017, -0.033], [-0.016, 0.002, 0.022], [-0.108, -0.059, 0.017], [-0.088, -0.033, 0.045], [-0.062, 0.013, -0.039], [-0.046, -0.027, -0.095], [-0.040, -0.004, -0.108], [-0.058, 0.019, 0.003], [-0.015, -0.007, -0.029], [0.006, -0.199, -0.050], [0.103, 0.409, -0.316], [0.561, -0.156, -0.152], [-0.162, 0.076, 0.441], [0.037, 0.448, -0.178], [-0.311, -0.387, -0.019], [-0.038, 0.011, 0.032], [0.059, 0.030, 0.010], [0.034, -0.038, -0.014], [0.007, -0.067, 0.110]],
  "lowdin_charge": [1.591, -0.056, -0.178, -0.701, -0.025, -0.255, 0.037, 0.073, 0.109, 0.110, 0.626, -0.739, -0.728, 0.679, -0.573, 0.822, -0.513, -0.224, -0.602, 0.703, -0.707, 0.649, 0.719, -0.680, -0.207, -0.696, 0.733, -0.719, 0.643, -0.729, 0.635, -0.728, 0.622, -0.059, -0.278, -0.046, -0.061, -0.256, -0.038, -0.029, 0.557, -0.370, -0.332, -0.348, -0.222, -0.682, 0.017, -0.258, 0.073, 0.072, 0.078, 0.109, 0.113, 0.091, 0.107, 0.109, 0.102, -0.056, -0.163, -0.135, -0.137, -0.056, -0.093, -0.061, -0.129, 0.125, 0.135, 0.094, 0.089, 0.095, 0.100, 0.130, 0.126, 0.175, 0.128, 0.124, 0.107, 0.130, 0.145, -0.499, 0.206, 0.139, -0.332, 0.090, 0.095, 0.101, 0.112, 0.077],
  "relative_energy_kcal_mol": 0.0,
  "homo_ev": -5.1,
  "total_charge": -1,
  "total_energy_ha": -8399.9877,
  "gap_ha": 0.228,
  "mol_weight_g_mol": 1188.2
}

***

[2]
{
  "formula": "C6H9N",
  "method": "ωB97M-V/def2-TZVPD",
  "elements": ["C", "C", "C", "C", "N", "C", "C", "H", "H", "H", "H", "H", "H", "H", "H", "H"],
  "xyz": [[-0.91097, -1.72936, 0.30697], [0.10952, -0.64461, 0.21875], [1.49650, -0.81807, 0.33438], [2.18492, 0.36703, 0.05342], [1.15538, 1.28317, -0.17433], [-0.06961, 0.70389, -0.05218], [-1.32866, 1.48891, -0.21297], [-0.72649, -2.51840, -0.43460], [-1.92198, -1.35011, 0.14137], [-0.87698, -2.19467, 1.29511], [2.05347, -1.73664, 0.48645], [2.53209, -0.20191, -0.85011], [1.28974, 2.26982, -0.34391], [-2.20099, 0.83236, -0.17460], [-1.34941, 2.01397, -1.17506], [-1.43653, 2.23463, 0.58130]],
  "forces_ev_per_a": [[-0.205, -0.086, 0.129], [-0.101, 0.099, 0.311], [-0.359, -0.279, 0.485], [-0.451, -0.759, -0.403], [-0.237, -0.003, -0.352], [0.037, -0.033, 0.070], [-0.102, 0.052, 0.017], [-0.018, 0.202, 0.139], [0.059, -0.081, 0.046], [-0.139, -0.046, -0.062], [-0.299, -0.067, -0.160], [1.621, 1.328, -0.219], [0.025, -0.293, -0.084], [0.139, 0.089, 0.017], [0.027, -0.055, 0.141], [0.004, -0.068, -0.074]],
  "lowdin_charge": [-0.051, -0.253, -0.096, -0.174, 0.030, -0.277, -0.018, 0.081, 0.063, 0.078, 0.109, 0.127, 0.143, 0.070, 0.083, 0.085],
  "relative_energy_kcal_mol": 46.0,
  "homo_ev": -8.0,
  "smiles": "Cc1cc[nH]c1C",
  "total_charge": 0,
  "total_energy_ha": -288.7088,
  "gap_ha": 0.329,
  "mol_weight_g_mol": 95.1
}

***

[3]
{
  "formula": "C3H5FO",
  "method": "ωB97M-V/def2-TZVPD",
  "elements": ["C", "C", "C", "O", "F", "H", "H", "H", "H", "H"],
  "xyz": [[-1.01283, -0.21679, 1.36871], [1.04028, 0.26346, -0.50570], [-0.25472, -0.32323, -0.92364], [-0.37750, 0.16161, 2.25313], [-1.04329, 0.48857, -1.57629], [-2.09330, -0.14308, 1.29496], [1.51824, -0.47622, 0.10065], [0.94910, 1.15841, 0.17233], [1.74980, 0.43454, -1.21653], [-0.47578, -1.34727, -0.96762]],
  "forces_ev_per_a": [[-0.499, -0.231, -4.009], [-1.327, -0.170, 2.439], [0.863, 1.053, 3.948], [1.602, 0.504, 1.828], [-1.275, 0.690, -1.007], [-1.036, -0.228, 0.224], [0.227, -0.616, 0.722], [-0.127, -0.714, -0.881], [1.641, 0.869, -2.589], [-0.068, -1.158, -0.676]],
  "lowdin_charge": [-0.118, -0.107, -0.228, 0.055, 0.039, 0.065, 0.073, 0.101, 0.036, 0.084],
  "relative_energy_kcal_mol": 77.6,
  "homo_ev": [-7.6, -7.8],
  "total_charge": 0,
  "total_energy_ha": -292.2727,
  "gap_ha": [0.306, 0.310],
  "mol_weight_g_mol": 76.1
}

***

[4]
{
  "formula": "C39H40BeNO4S2Si",
  "method": "ωB97M-V/def2-TZVPD",
  "elements": ["Be", "C", "C", "S", "C", "C", "S", "H", "H", "H", "H", "H", "H", "O", "Si", "C", "C", "C", "C", "C", "C", "C", "C", "C", "C", "C", "C", "C", "C", "C", "C", "C", "C", "H", "H", "H", "H", "H", "H", "H", "H", "H", "H", "H", "H", "H", "H", "H", "C", "O", "C", "C", "C", "C", "C", "C", "N", "C", "C", "C", "C", "C", "C", "C", "O", "H", "H", "H", "H", "H", "H", "H", "H", "H", "H", "H", "H", "H", "C", "C", "C", "O", "H", "H", "H", "H", "H", "H"],
  "xyz": [[0.20761, 1.71634, -0.24488], [-1.08185, 5.76855, 0.65610], [-0.88293, 4.47062, -0.08958], [0.70681, 3.71605, 0.06621], [-1.86441, 3.94760, -0.84535], [-3.18933, 4.66696, -0.96304], [-1.65112, 2.46006, -1.77337], [-0.16417, 6.06364, 1.16168], [-1.86636, 5.68014, 1.41607], [-1.37904, 6.58500, -0.01103], [-3.08975, 5.61274, -1.50829], [-3.61546, 4.91148, 0.01558], [-3.91551, 4.06192, -1.50423], [1.47567, 0.84898, -0.02584], [2.81864, 0.03370, 0.12540], [2.95871, -1.33404, -1.17318], [3.52810, -2.58735, -0.94782], [3.59481, -3.54576, -1.95253], [3.09104, -3.26220, -3.21372], [2.53318, -2.01458, -3.46540], [2.47286, -1.06371, -2.45679], [4.32961, 1.13447, -0.03384], [5.61766, 0.59253, -0.02728], [6.73928, 1.40034, -0.13924], [6.58699, 2.77637, -0.26465], [5.31622, 3.33120, -0.27828], [4.19530, 2.51623, -0.16318], [2.95089, -0.82570, 1.81285], [2.23274, -1.99281, 2.08961], [2.25515, -2.58368, 3.34398], [3.00085, -2.01081, 4.36541], [3.72101, -0.85096, 4.11887], [3.69672, -0.27272, 2.85481], [3.91708, -2.83060, 0.03515], [4.03693, -4.51385, -1.74866], [3.13692, -4.00747, -3.99870], [2.14318, -1.78122, -4.44902], [2.02038, -0.10136, -2.65938], [5.74789, -0.48180, 0.06384], [7.72979, 0.96077, -0.13228], [7.45979, 3.41229, -0.35511], [5.18911, 4.40178, -0.37996], [3.20792, 2.96145, -0.17894], [1.63870, -2.45131, 1.30897], [1.68417, -3.48584, 3.52868], [3.01980, -2.46598, 5.34856], [4.30454, -0.39540, 4.91007], [4.26743, 0.63215, 2.67693], [-4.26080, -3.77352, -0.67261], [-4.06712, -2.41616, -0.32615], [-4.68620, -1.46831, -1.09640], [-5.66486, -1.75995, -2.03807], [-6.19796, -0.74276, -2.82261], [-5.75556, 0.55945, -2.68264], [-4.78761, 0.85808, -1.73392], [-4.26857, -0.14059, -0.92710], [-3.24558, 0.20422, -0.00386], [-3.21334, -0.28670, 1.21286], [-2.22446, -0.10880, 2.19691], [-2.35855, -0.75857, 3.45077], [-1.36585, -0.67437, 4.38018], [-0.19708, 0.07311, 4.07942], [-0.02540, 0.71714, 2.89034], [-1.04899, 0.65444, 1.90000], [-0.98799, 1.24093, 0.77531], [-3.57811, -4.34255, -0.04610], [-4.02451, -3.94962, -1.72536], [-5.28646, -4.09539, -0.47297], [-6.00497, -2.77546, -2.17423], [-6.95597, -0.98589, -3.55593], [-6.14662, 1.34655, -3.31212], [-4.36941, 1.84982, -1.63256], [-2.57156, 0.94181, -0.34746], [-4.05246, -0.92384, 1.47798], [-3.26077, -1.32762, 3.65043], [-1.45599, -1.16895, 5.33799], [0.59234, 0.12693, 4.82016], [0.86058, 1.28835, 2.65984], [-0.57578, -2.01915, -0.62570], [-0.80820, -1.20501, -1.87108], [-1.60810, -1.86212, -2.97091], [-0.34992, -0.09967, -2.01623], [-1.41008, -2.68979, -0.41405], [-0.37405, -1.36636, 0.21852], [0.31802, -2.62581, -0.80781], [-2.60518, -2.10782, -2.60348], [-1.12706, -2.79917, -3.26405], [-1.68339, -1.19102, -3.82253]],
  "forces_ev_per_a": [[-0.039, 0.646, 0.243], [-0.015, 0.045, 0.007], [0.076, -0.065, -0.056], [-0.036, 0.170, 0.144], [0.042, -0.060, 0.008], [-0.021, 0.031, -0.018], [0.183, -0.058, 0.064], [0.007, -0.010, -0.008], [-0.008, -0.006, 0.017], [-0.009, -0.001, -0.026], [0.010, 0.018, -0.007], [0.008, -0.005, 0.026], [-0.001, -0.014, -0.016], [-0.110, -0.178, -0.256], [-0.047, -0.039, 0.079], [-0.016, 0.085, -0.048], [0.004, -0.035, 0.035], [-0.007, -0.005, -0.010], [0.000, -0.001, 0.004], [0.002, -0.004, -0.007], [0.041, -0.022, -0.013], [0.066, -0.058, -0.013], [0.023, 0.036, -0.007], [-0.003, -0.001, 0.002], [0.009, 0.004, 0.001], [-0.003, -0.004, 0.005], [0.029, 0.009, -0.002], [-0.028, 0.000, -0.033], [0.009, 0.026, 0.032], [-0.014, 0.002, 0.015], [0.009, 0.008, 0.020], [0.000, 0.000, -0.013], [-0.004, 0.032, 0.024], [0.008, 0.003, 0.012], [0.005, -0.010, -0.001], [0.002, -0.010, -0.010], [-0.005, -0.001, -0.010], [-0.011, 0.026, -0.001], [-0.001, -0.018, 0.003], [0.008, 0.000, -0.001], [0.005, 0.004, 0.000], [0.001, 0.015, -0.001], [-0.036, 0.007, -0.005], [-0.045, -0.025, -0.065], [-0.006, -0.008, 0.001], [-0.002, -0.003, 0.005], [0.006, 0.000, 0.006], [0.006, 0.010, -0.003], [-0.030, 0.031, 0.004], [-0.056, 0.035, -0.058], [-0.038, -0.024, 0.016], [0.055, 0.024, 0.035], [-0.020, -0.029, -0.006], [0.031, 0.021, 0.023], [-0.032, -0.079, -0.021], [0.079, -0.005, 0.085], [-0.205, -0.017, -0.029], [0.022, 0.021, 0.073], [0.010, 0.075, -0.195], [0.034, -0.006, 0.034], [-0.045, -0.010, -0.003], [0.073, 0.019, 0.003], [-0.091, -0.060, 0.003], [0.017, 0.180, -0.169], [-0.055, -0.412, 0.286], [-0.007, -0.004, -0.008], [0.004, -0.011, -0.003], [0.001, 0.000, -0.006], [-0.008, -0.032, -0.008], [-0.006, -0.007, -0.009], [-0.014, 0.001, -0.013], [-0.012, 0.044, -0.005], [0.125, -0.051, 0.079], [0.049, 0.018, -0.030], [-0.002, -0.006, 0.000], [-0.014, -0.009, -0.007], [0.011, -0.003, 0.004], [0.070, 0.042, -0.016], [0.068, -0.079, -0.011], [-0.077, 0.006, -0.124], [0.042, -0.054, -0.002], [-0.063, -0.244, -0.081], [0.004, 0.050, 0.016], [0.021, 0.062, 0.054], [0.012, -0.025, 0.010], [-0.055, 0.005, -0.013], [0.013, -0.008, -0.017], [-0.001, 0.002, -0.015]],
  "lowdin_charge": [-0.143, -0.159, -0.775, 0.666, -0.780, -0.152, 0.619, 0.040, 0.066, 0.065, 0.069, 0.064, 0.029, -0.261, 0.483, -0.206, -0.107, -0.104, -0.110, -0.090, -0.089, -0.217, -0.104, -0.107, -0.111, -0.085, -0.071, -0.206, -0.104, -0.098, -0.114, -0.098, -0.086, 0.095, 0.092, 0.091, 0.100, 0.106, 0.100, 0.091, 0.091, 0.100, 0.032, 0.088, 0.097, 0.093, 0.095, 0.102, -0.081, -0.120, -0.238, -0.031, -0.089, -0.075, -0.008, -0.152, 0.138, 0.014, -0.127, -0.054, -0.102, -0.065, 0.020, -0.289, -0.103, 0.094, 0.094, 0.092, 0.099, 0.100, 0.104, 0.065, 0.062, 0.140, 0.107, 0.091, 0.104, 0.116, 0.012, -0.479, 0.007, -0.010, 0.071, 0.073, 0.088, 0.057, 0.086, 0.091],
  "relative_energy_kcal_mol": 0.0,
  "homo_ev": -2.8,
  "total_charge": -1,
  "total_energy_ha": -2966.7418,
  "gap_ha": 0.173,
  "mol_weight_g_mol": 688.0
}